A 10-piece molecular cluster, C82H168F12N6O8 overall in a non-equilibrium geometry. Source: the Open Molecules 2025 dataset; level of theory: ωB97M-V with the def2-TZVPD basis set.

Output
HOMO ... -5.800 eV
LUMO ... -4.27 eV
Charge ... +2
Max |F| ... 5.2 eV/A
Orbital gap ... 0.0561 hartree
Calculated total energy ... -145654.19138 eV

```
276
C82H168F12N6O8 | the Open Molecules 2025 dataset | ωB97M-V with the def2-TZVPD basis set
C 6.107 2.621 10.006
C 5.897 3.891 9.228
C 6.668 4.011 7.875
C 6.469 5.394 7.210
N 7.170 5.657 5.846
C 6.829 7.044 5.133
C 7.968 7.265 4.163
C 9.138 6.621 4.878
C 8.726 5.694 6.004
C 6.853 4.460 4.963
C 5.360 4.340 4.549
C 5.024 3.057 3.686
H 5.695 2.665 11.014
H 7.152 2.329 10.112
H 5.592 1.756 9.588
H 5.954 4.786 9.847
H 4.818 3.912 9.071
H 6.634 3.107 7.267
H 7.740 4.104 8.049
H 6.685 6.266 7.827
H 5.420 5.430 6.916
H 5.881 7.034 4.595
H 6.647 7.711 5.975
H 7.767 6.834 3.182
H 8.061 8.350 4.122
H 9.768 6.135 4.133
H 9.686 7.443 5.339
H 9.103 4.680 5.872
H 8.907 6.118 6.991
H 7.126 3.499 5.397
H 7.336 4.603 3.996
H 5.039 5.151 3.896
H 4.678 4.320 5.398
H 5.161 2.132 4.246
H 5.542 3.105 2.728
H 3.973 3.118 3.404
C -4.529 9.515 0.001
C -3.708 8.308 0.600
C -2.227 8.715 0.731
C -1.439 8.912 -0.581
N 0.019 9.565 -0.401
C 0.675 9.760 -1.752
C 2.021 9.156 -1.665
C 1.744 7.871 -0.898
C 0.916 8.409 0.163
C 0.031 10.795 0.514
C -0.878 11.954 0.061
C -0.226 13.328 0.326
H -4.532 10.288 0.769
H -5.570 9.222 -0.138
H -4.161 9.883 -0.956
H -3.842 7.387 0.033
H -4.187 8.142 1.564
H -1.684 7.948 1.283
H -2.128 9.655 1.273
H -1.944 9.581 -1.278
H -1.178 8.078 -1.232
H 0.676 10.813 -2.032
H 0.107 9.279 -2.548
H 2.644 9.833 -1.080
H 2.395 9.158 -2.689
H 2.751 7.542 -0.638
H 1.145 7.239 -1.553
H 1.468 8.862 0.987
H 0.352 7.611 0.645
H 1.065 11.133 0.436
H -0.002 10.525 1.569
H -1.867 12.020 0.516
H -1.212 11.851 -0.971
H 0.403 13.346 1.216
H -0.871 14.206 0.376
H 0.501 13.450 -0.477
C 1.804 -0.914 -6.924
C 2.472 -0.100 -7.996
C 1.708 1.154 -8.424
C 1.635 2.180 -7.329
N 1.023 3.567 -7.805
C 1.083 4.546 -6.606
C 1.150 5.950 -7.256
C 1.675 5.702 -8.673
C 1.997 4.205 -8.765
C -0.386 3.416 -8.389
C -1.484 2.930 -7.472
C -2.842 3.104 -8.149
H 2.406 -1.793 -6.698
H 0.880 -1.289 -7.363
H 1.418 -0.365 -6.065
H 2.568 -0.694 -8.905
H 3.486 0.121 -7.663
H 0.744 0.932 -8.882
H 2.100 1.676 -9.297
H 2.574 2.421 -6.831
H 1.135 1.689 -6.494
H 0.184 4.242 -6.070
H 1.939 4.226 -6.012
H 0.191 6.462 -7.185
H 1.728 6.655 -6.658
H 1.007 6.018 -9.474
H 2.598 6.175 -9.011
H 1.875 3.733 -9.740
H 2.992 3.999 -8.371
H -0.290 2.770 -9.262
H -0.577 4.451 -8.671
H -1.618 3.384 -6.490
H -1.440 1.852 -7.317
H -3.270 4.104 -8.213
H -3.579 2.526 -7.591
H -2.862 2.622 -9.126
C 8.721 -4.187 -4.719
C 8.382 -3.393 -3.405
C 7.877 -4.329 -2.320
C 7.232 -3.534 -1.132
N 6.139 -4.408 -0.415
C 4.947 -4.535 -1.438
C 3.684 -4.033 -0.759
C 4.213 -2.935 0.204
C 5.523 -3.569 0.727
C 6.634 -5.791 0.081
C 7.682 -5.829 1.181
C 7.885 -7.220 1.772
H 9.654 -4.722 -4.539
H 9.024 -3.548 -5.549
H 7.899 -4.719 -5.198
H 7.625 -2.624 -3.562
H 9.255 -2.808 -3.115
H 8.598 -5.083 -2.004
H 7.153 -4.962 -2.832
H 6.837 -2.548 -1.378
H 7.959 -3.442 -0.325
H 4.908 -5.508 -1.929
H 5.203 -3.822 -2.221
H 3.214 -4.816 -0.164
H 2.853 -3.737 -1.399
H 3.474 -2.778 0.990
H 4.250 -2.056 -0.438
H 5.245 -4.211 1.563
H 6.310 -2.898 1.070
H 6.942 -6.224 -0.871
H 5.660 -6.147 0.417
H 7.486 -5.096 1.963
H 8.594 -5.610 0.626
H 6.934 -7.507 2.221
H 8.681 -7.346 2.507
H 8.081 -7.949 0.986
C -8.450 -3.346 -1.309
C -7.818 -2.381 -0.328
C -8.621 -0.981 -0.143
C -7.807 0.036 0.673
N -8.567 1.410 0.815
C -9.854 1.277 1.675
C -9.972 2.461 2.576
C -8.709 3.274 2.519
C -7.778 2.310 1.841
C -8.780 2.100 -0.582
C -7.531 2.221 -1.503
C -7.920 3.147 -2.687
H -8.443 -2.953 -2.325
H -9.531 -3.354 -1.166
H -8.082 -4.366 -1.193
H -6.793 -2.233 -0.669
H -7.860 -2.969 0.589
H -9.618 -1.135 0.269
H -8.818 -0.553 -1.126
H -6.864 0.348 0.223
H -7.514 -0.385 1.635
H -10.714 0.917 1.110
H -9.612 0.457 2.352
H -10.823 3.125 2.424
H -10.008 1.986 3.556
H -8.824 4.185 1.932
H -8.203 3.566 3.439
H -6.877 2.757 1.420
H -7.449 1.734 2.706
H -9.326 3.023 -0.386
H -9.596 1.457 -0.914
H -7.046 1.290 -1.796
H -6.680 2.651 -0.974
H -8.733 2.616 -3.182
H -7.058 3.234 -3.349
H -8.326 4.119 -2.408
C -1.994 -7.782 9.995
C -0.725 -7.629 9.033
C -0.899 -8.036 7.529
C 0.383 -7.828 6.673
N 0.269 -8.454 5.244
C 0.203 -9.963 5.253
C 0.788 -10.329 3.921
C 2.063 -9.469 3.875
C 1.634 -8.138 4.543
C -0.979 -7.854 4.474
C -0.864 -6.260 4.410
C -1.930 -5.647 3.455
H -2.881 -7.322 9.560
H -1.784 -7.409 10.997
H -2.246 -8.825 10.187
H 0.069 -8.248 9.449
H -0.417 -6.585 9.097
H -1.746 -7.419 7.229
H -1.237 -9.072 7.537
H 1.166 -8.455 7.100
H 0.707 -6.792 6.568
H -0.838 -10.264 5.363
H 0.775 -10.428 6.056
H 0.079 -10.199 3.103
H 0.996 -11.399 3.898
H 2.329 -9.439 2.819
H 3.009 -9.852 4.257
H 1.496 -7.440 3.717
H 2.342 -7.835 5.315
H -1.857 -8.207 5.016
H -0.916 -8.335 3.498
H 0.013 -5.902 3.871
H -0.753 -5.829 5.405
H -2.865 -5.936 3.937
H -1.992 -6.142 2.486
H -1.810 -4.569 3.347
C -1.553 -3.664 -11.228
O -2.679 -4.268 -10.604
O -1.004 -4.527 -12.175
C -1.818 -2.124 -11.536
F -2.527 -1.798 -12.627
F -2.491 -1.501 -10.547
F -0.689 -1.525 -11.726
C -2.725 -4.269 -9.152
C -4.275 -4.243 -8.893
H -4.440 -4.309 -7.817
H -4.575 -3.243 -9.204
H -4.627 -5.133 -9.415
H -2.304 -3.395 -8.655
H -2.247 -5.188 -8.812
H -0.800 -3.543 -10.450
C -1.157 -8.623 -2.111
O -1.988 -9.558 -1.394
O 0.185 -8.882 -1.753
C -1.715 -8.433 -3.564
F -2.809 -7.646 -3.677
F -0.756 -7.867 -4.369
F -2.091 -9.585 -4.142
C -3.462 -9.371 -1.212
C -3.995 -10.608 -0.537
H -3.360 -10.835 0.320
H -4.984 -10.467 -0.101
H -3.955 -11.541 -1.100
H -4.016 -9.215 -2.137
H -3.667 -8.484 -0.613
H -1.466 -7.681 -1.660
C -0.451 1.027 -1.320
O -0.716 0.046 -2.379
O 0.774 1.661 -1.661
C -1.624 1.946 -0.888
F -2.077 2.573 -2.020
F -2.677 1.343 -0.288
F -1.280 2.901 -0.042
C -1.870 -0.819 -2.316
C -1.926 -1.744 -3.535
H -2.861 -2.184 -3.880
H -1.441 -1.229 -4.364
H -1.362 -2.639 -3.274
H -2.781 -0.220 -2.301
H -2.044 -1.420 -1.424
H -0.190 0.385 -0.478
C -5.909 -1.296 7.093
O -4.913 -0.418 6.725
O -6.887 -1.341 6.083
C -5.165 -2.558 7.760
F -5.274 -3.650 6.989
F -3.891 -2.417 8.036
F -5.707 -2.921 8.969
C -4.012 -0.896 5.622
C -2.861 0.168 5.406
H -2.266 0.376 6.295
H -2.207 -0.138 4.590
H -3.289 1.109 5.060
H -4.414 -1.077 4.626
H -3.442 -1.796 5.854
H -6.319 -0.714 7.919
```